# 1
# C24H34IrN3O5S5Si2Te

A molecular structure, C24H34IrN3O5S5Si2Te at a distorted geometry (ωB97M-V with the def2-TZVPD basis set, OMol25).

The calculation puts the orbital gap at 3.702 eV. The total charge is 0. As for the highest occupied orbital energy: -6.2066 eV.

Cartesian coordinates (Å):
Te  -1.283  1.516  0.469
H  -3.500  4.643  1.260
H  -5.787  3.896  -0.940
H  -6.739  3.142  0.322
C  2.161  -2.386  3.883
H  1.122  1.017  5.244
H  -0.393  -4.278  0.345
C  0.735  0.678  2.525
O  3.040  -4.593  3.906
H  0.737  -0.234  -0.918
C  2.283  -2.172  5.245
C  -1.741  -3.418  -2.630
C  1.978  5.023  -1.127
Si  1.150  3.304  -1.274
C  1.329  -0.262  3.541
C  2.546  -5.957  -1.783
H  1.257  5.834  -1.149
C  -2.959  2.112  -0.763
C  0.231  3.222  -2.953
S  3.133  -4.806  -0.614
H  -3.228  1.299  -1.431
C  1.427  0.047  4.885
H  -2.728  2.984  -1.362
H  -0.320  2.296  -3.091
C  -1.286  -2.122  -2.651
H  -1.745  -5.255  -1.501
S  1.680  -2.277  -3.848
H  -6.295  2.223  -1.102
O  1.974  -0.645  7.074
H  -2.989  3.377  2.365
C  -3.820  3.731  1.758
H  3.376  2.304  -1.778
H  2.674  5.186  -1.944
H  0.346  3.461  1.091
H  3.757  -1.134  -3.408
O  0.121  1.689  2.869
S  1.840  -5.220  -3.206
C  -4.665  0.733  1.382
H  -4.918  -0.048  0.670
C  3.277  -1.524  -4.298
C  1.907  -0.932  5.763
Ir  1.460  -1.935  0.902
H  -1.492  -1.461  -3.476
H  2.300  -1.407  7.572
H  -4.634  3.996  2.427
O  0.855  0.338  1.303
H  0.121  0.039  -2.487
H  3.039  -0.716  -4.983
C  2.544  2.012  -1.143
N  -0.200  -2.442  -0.546
H  -2.336  -3.798  -3.445
H  0.930  3.318  -3.780
H  2.542  5.113  -0.204
H  2.261  1.006  -1.431
H  -0.479  4.039  -3.043
C  -1.427  -4.228  -1.542
N  -0.026  -0.373  -1.577
H  -0.879  4.085  -0.011
C  -0.155  3.290  0.144
H  2.918  1.956  -0.125
O  2.269  -3.789  1.977
C  2.719  -3.358  -1.529
C  -5.944  2.970  -0.397
C  -0.493  -1.658  -1.594
H  -3.770  0.416  1.916
C  2.538  -3.731  3.211
H  3.898  -2.265  -4.789
S  2.644  -7.574  -1.576
C  -0.664  -3.697  -0.526
Si  -4.363  2.401  0.504
H  2.650  -2.971  5.874
N  1.693  -1.454  3.062
S  3.112  -1.811  -0.869
C  2.161  -3.560  -2.747
H  -5.476  0.791  2.102

These are the Mulliken partial charges, in e, on atoms 1 to 8: -0.03 0.32 0.30 0.30 0.05 0.58 0.46 0.21

---

# 2
# C24H34MoN6O3SSi

A molecular structure, C24H34MoN6O3SSi at a distorted geometry (ωB97M-V with the def2-TZVPD basis set, OMol25).

The calculation puts the orbital gap at 6.212 eV. The total charge is +2. As for the highest occupied orbital energy: -13.4515 eV.

Cartesian coordinates (Å):
H  2.717  4.922  2.365
Mo  0.220  0.774  0.858
H  4.762  1.702  3.275
H  -4.264  5.930  0.254
N  -1.398  -4.863  -5.914
O  -1.346  -0.379  -0.171
N  -3.096  -3.895  -4.557
S  -2.079  -2.208  3.538
N  1.260  -1.364  1.332
N  1.097  0.307  -1.029
H  1.947  -5.165  2.209
H  -0.253  0.881  -2.544
H  3.884  2.215  4.732
C  -0.797  -1.449  2.666
C  -3.467  5.196  0.457
C  -0.985  -0.104  2.484
C  -2.975  -0.691  3.492
N  -0.965  -3.459  -3.950
O  -1.742  -1.703  -1.984
H  -2.023  6.719  0.549
C  2.482  -1.942  1.104
C  0.421  -3.094  -4.225
C  0.117  -0.066  -2.052
C  -1.420  3.303  0.585
C  2.803  -3.264  1.339
C  -1.122  -0.801  -1.394
C  0.950  -0.812  -3.163
H  1.328  3.624  4.519
H  -3.304  -3.158  -3.856
H  -0.176  -4.020  2.728
H  0.402  3.610  2.929
H  2.133  -2.631  -2.895
C  -3.797  3.845  0.491
H  1.954  -0.280  -3.170
H  -3.984  -0.545  3.815
H  -3.108  1.815  0.684
C  3.791  1.696  3.773
H  -4.899  3.575  0.328
O  2.069  1.308  1.456
H  0.312  2.193  3.913
H  -3.858  -4.275  -5.084
H  1.632  -0.556  -0.783
H  -0.432  -5.256  -5.836
C  0.656  -3.483  2.265
C  -1.114  4.662  0.611
H  3.294  -1.256  0.792
H  0.532  -2.742  -2.122
H  3.857  -3.591  1.354
H  3.508  0.644  3.837
H  -1.451  -2.841  -3.271
C  0.997  3.013  3.630
C  -2.789  2.892  0.521
C  3.043  4.064  1.790
H  4.122  4.156  1.693
C  1.046  -2.366  -3.048
H  -2.657  1.309  2.694
C  -2.279  0.304  2.910
C  -1.769  -4.112  -4.809
H  0.419  -2.509  -5.145
H  1.795  1.000  -1.317
H  -0.076  4.972  0.721
C  0.348  -2.108  2.053
N  -0.349  2.405  0.705
H  -2.120  -5.500  -6.301
C  1.803  -4.128  1.874
H  0.461  -0.668  -4.164
Si  2.541  2.452  2.660
C  -2.150  5.653  0.546
H  0.990  -3.962  -4.496
H  2.553  4.105  0.750

These are the Mulliken partial charges, in e, on atoms 1 to 8: 0.36 0.00 0.34 0.37 -0.42 -0.34 -0.32 -0.21

---

# 3
# C24H34N3ReS5

A molecular structure, C24H34N3ReS5 at a distorted geometry (ωB97M-V with the def2-TZVPD basis set, OMol25).

The calculation puts the orbital gap (spin up / spin down) at 6.272 / 6.469 eV. The total charge is +3. Its spin multiplicity is 2. As for the highest occupied orbital energy (spin up / spin down): -16.5965 / -16.8130 eV. As for the expectation value of S²: 0.951.

Cartesian coordinates (Å):
C  -2.409  -1.678  1.165
C  0.618  2.141  -3.072
H  3.570  -2.743  3.078
C  -2.173  0.012  -2.443
C  -2.063  -0.363  -3.783
H  2.134  3.370  0.094
C  4.308  -3.108  5.003
H  4.896  -2.354  5.524
C  2.765  1.438  -0.536
H  -5.093  -1.808  -4.193
C  -3.103  -1.037  -4.401
C  0.923  3.323  -3.726
H  1.927  3.483  -4.095
H  -2.148  -3.357  -0.116
H  -3.512  0.114  -0.750
S  1.594  -1.117  2.831
S  2.527  -0.405  -0.360
C  2.408  -1.654  4.249
H  -1.875  -1.806  -0.951
H  0.169  5.172  -4.486
H  -2.117  4.794  -3.634
H  4.990  -3.751  4.455
H  1.176  -0.518  5.299
H  0.876  2.500  -0.820
C  -0.663  1.931  -2.560
C  0.976  -2.501  -1.477
H  3.769  -3.720  5.725
H  -2.485  -2.384  1.993
C  -1.653  2.891  -2.780
H  -3.418  -1.381  0.887
C  -1.721  -2.356  -0.025
C  -3.359  -0.245  -1.755
C  -2.044  1.437  1.345
S  0.854  1.926  1.532
H  -5.291  -1.151  -1.822
C  -1.010  0.695  -1.782
H  3.038  1.655  -1.566
H  3.653  1.580  0.082
H  -1.168  -0.144  -4.341
Re  0.499  -0.343  0.881
H  -3.021  -1.312  -5.442
C  -0.059  4.281  -3.921
H  2.202  -2.509  6.992
N  3.401  -2.498  4.045
C  2.358  -1.459  6.749
C  -0.934  2.477  1.550
H  1.744  -0.862  7.418
C  1.664  2.400  -0.077
H  0.240  -2.720  -2.249
H  -2.922  1.769  1.902
H  -1.019  2.898  2.551
C  1.760  -1.235  -1.851
C  -4.263  -1.327  -3.699
H  -2.656  2.734  -2.420
C  -1.345  4.062  -3.452
H  3.400  -1.193  6.915
S  0.115  -2.593  0.181
H  -2.287  1.331  0.293
H  1.666  -3.341  -1.407
N  -0.422  0.297  -0.751
N  1.947  -1.169  5.386
H  1.123  -0.518  -2.358
C  -4.388  -0.936  -2.375
H  -1.044  3.281  0.825
H  2.586  -1.531  -2.500
S  -1.585  -0.243  2.027
H  1.378  1.379  -3.002

These are the Mulliken partial charges, in e, on atoms 1 to 8: -0.79 0.20 0.22 -0.14 -0.65 0.68 -0.94 0.34

---

Calculated E, -120211.2325 -61079.9130 -86190.4995 eV (same order as the records).
Calculated energy relative to the best compared isomer or geometry (same formula, charge and spin), 411.7 5.0 335.1 kJ/mol (same order as the records).